Entry 1:
51
Properties=species:S:1:pos:R:3:forces:R:3 method="wB97M-V/def2-TZVPD" total_charge=+1 e_above_lowest_kj_mol=20.5 homo_lumo_gap_ev=8.66 homo_energy_ev=-11.254 lumo_energy_ev=-2.592
C -2.6765 0.1232 3.9832 0.1 -0.1 -0.4
C -3.5064 0.6018 2.9543 0.1 -0.1 0.5
C -2.9929 1.4188 1.9431 0.0 -0.4 -0.1
C -1.6382 1.7410 1.9257 0.2 -0.1 -0.4
C -0.9816 2.3954 0.7069 0.6 1.0 -0.2
C -0.2696 3.7234 1.0234 -0.1 0.2 0.5
C 1.0187 3.7736 0.1869 -0.2 0.9 -0.8
C 1.2708 2.3841 -0.4053 -0.3 -0.1 0.0
N 0.1817 1.5158 0.1946 -0.5 0.5 -1.0
C -0.8176 1.3279 2.9834 -0.2 -0.6 0.0
C -1.3121 0.4585 3.9618 -0.3 0.2 0.0
H -3.0849 -0.5386 4.7731 0.4 0.5 -0.7
H -4.5552 0.2895 2.9305 0.4 0.3 0.0
H -3.6415 1.7601 1.1325 0.2 -0.2 0.2
H -1.6510 2.4950 -0.1776 0.2 0.0 0.8
H -0.9139 4.5856 0.8010 0.1 -0.3 0.1
H -0.0657 3.7766 2.1017 0.0 -0.1 -0.3
H 0.8187 4.4264 -0.6644 0.2 0.2 0.1
H 1.8767 4.2322 0.7018 -0.3 -0.5 0.0
H 1.1163 2.3308 -1.4879 0.1 0.2 0.2
H 2.2939 2.0390 -0.1815 -0.7 -0.4 0.0
H 0.5737 1.1286 1.0582 -0.2 -0.8 -0.5
H 0.2342 1.6228 3.0318 -0.2 -0.1 -0.1
H -0.6268 0.0100 4.6841 -0.3 0.4 0.0
C 3.6502 -4.3288 0.9634 -0.2 0.0 -0.2
C 2.8492 -3.5156 1.7817 0.0 -0.3 -0.3
C 1.8711 -2.7118 1.2105 0.0 0.2 -0.6
C 1.6867 -2.7067 -0.1982 0.8 -0.2 0.2
C 0.8505 -1.7015 -0.8565 -0.8 1.0 0.2
O 1.0454 -1.5662 -2.2085 -0.2 0.0 0.4
C 0.0784 -0.8626 -2.9214 1.0 -0.2 0.8
C -0.6971 0.0950 -2.2572 -0.3 0.7 0.1
C -1.7874 0.5717 -3.0230 0.4 0.2 -0.6
C -1.9543 0.1943 -4.3709 -0.5 0.5 0.4
C -1.0947 -0.7003 -5.0020 0.3 0.1 0.4
C -0.0513 -1.2248 -4.2669 -0.3 0.4 0.7
C -0.5563 0.3298 -0.7141 -1.3 -1.2 0.8
C 0.0083 -0.8970 -0.1576 0.7 -1.5 0.0
C 2.4709 -3.5400 -1.0029 -0.1 0.2 0.3
C 3.4476 -4.3336 -0.4283 0.2 -0.3 0.8
H 4.4268 -4.9594 1.4177 -0.4 0.3 -0.3
H 2.9942 -3.5114 2.8625 0.0 0.0 -0.3
H 1.2812 -2.0374 1.8438 0.4 -0.4 -0.2
H -2.4878 1.2849 -2.5936 0.1 -0.1 0.0
H -2.7635 0.6233 -4.9704 0.2 -0.1 0.5
H -1.2284 -1.0147 -6.0356 -0.1 0.3 0.2
H 0.6417 -1.9228 -4.6916 0.2 -0.3 0.0
H -1.5693 0.5187 -0.2770 0.7 -0.4 -0.8
H -0.1538 -1.2228 0.8825 -0.2 0.7 -0.6
H 2.3374 -3.5204 -2.0787 0.0 0.0 0.2
H 4.0536 -4.9614 -1.0691 0.0 0.0 0.1

Entry 2:
20
Properties=species:S:1:pos:R:3:forces:R:3 method="wB97M-V/def2-TZVPD" e_above_lowest_kj_mol=638.9 homo_lumo_gap_ev=9.60 homo_energy_ev=-8.714 lumo_energy_ev=0.884
C 0.7757 -0.1085 0.5294 4.6 4.6 -0.5
C 1.5406 -1.3345 0.0828 -0.3 0.0 0.0
C 1.8427 1.3680 0.3101 -0.5 -2.9 1.5
N -1.3933 -0.8782 0.2498 1.1 1.1 -1.8
C -0.2048 0.3878 -0.3456 -5.0 -4.1 0.6
N -2.1604 -0.3475 1.2711 -0.4 0.7 -0.1
C -0.5342 1.0891 -1.3990 0.1 0.2 0.3
O -2.1987 -1.4441 -0.8124 0.1 0.5 0.3
H -2.6413 -0.7154 -1.2813 0.0 0.0 0.1
H 0.4926 -0.0846 1.5785 -0.2 -0.1 -0.2
H -2.7704 0.4181 0.9612 0.1 -0.2 0.0
H -2.7349 -1.0717 1.6977 0.2 0.0 -0.2
H 2.4158 -1.4817 0.7138 0.0 -0.1 0.0
H 0.8697 -2.1898 0.1408 0.1 -0.1 0.1
H 1.8590 -1.2361 -0.9531 0.1 0.1 0.0
H 2.2852 1.3810 -0.6809 -0.2 -0.1 -0.1
H 2.6115 1.1431 1.0440 0.3 0.4 0.0
H 1.3310 2.2895 0.5696 -0.2 -0.1 -0.1
H -1.5333 1.0343 -1.8109 0.0 -0.1 -0.1
H 0.1477 1.7812 -1.8655 0.1 0.1 0.0

Entry 3:
100
Properties=species:S:1:pos:R:3:forces:R:3 method="wB97M-V/def2-TZVPD" multiplicity=2 total_charge=-1 homo_lumo_gap_ev="1.34 / 7.99" homo_energy_ev="0.390 / -6.304" lumo_energy_ev="1.729 / 1.687"
C -5.2466 1.6560 1.2550 1.7 0.1 -0.9
C -5.4001 0.4863 0.2656 1.0 3.2 0.9
O -6.1617 -0.3144 0.6363 -3.9 -5.0 1.9
N -4.8992 0.4296 -0.9441 2.7 1.4 -1.0
C -5.3044 -0.4790 -1.9830 -1.1 0.1 -0.1
H -4.6988 2.4964 0.8286 -0.7 0.6 -0.2
H -4.5647 1.4258 2.0736 -0.3 -0.7 0.2
H -6.2466 1.8157 1.6582 0.3 0.4 -0.2
H -4.3035 1.2027 -1.2038 0.1 -0.3 -0.2
H -6.1507 0.0487 -2.4227 -0.1 -0.4 -0.9
H -5.7194 -1.4137 -1.6059 0.3 0.2 0.3
H -4.5183 -0.7139 -2.7007 0.0 0.3 0.2
C 0.8993 -1.4986 4.6092 -2.6 1.7 0.6
C 0.3591 -0.3214 3.6621 3.2 -1.3 -1.2
O 1.1024 0.0636 2.7573 -0.7 0.1 0.4
N -0.9031 0.0708 3.8026 -2.2 0.9 0.5
C -1.6822 1.0340 2.9474 0.5 -0.2 -0.2
H 0.3318 -1.3760 5.5317 -0.1 0.1 0.5
H 1.9337 -1.4859 4.9528 0.0 0.0 -1.0
H 0.4613 -2.4313 4.2537 0.8 -0.2 -0.4
H -1.3649 -0.3013 4.6202 -0.2 0.2 -0.2
H -1.0807 1.3715 2.1034 0.2 -0.2 0.3
H -2.0635 1.9484 3.4019 0.7 -0.1 0.8
H -2.5936 0.6112 2.5246 0.3 -0.7 0.1
C -3.9342 -3.6527 -1.2256 1.1 -0.2 0.5
C -5.2052 -4.2009 -1.7781 -0.3 -0.9 0.4
O -5.3038 -4.4882 -2.9499 0.0 0.3 -0.9
N -6.2293 -4.5481 -0.9346 -1.3 0.2 -2.4
C -6.3606 -4.1850 0.4027 1.3 -0.7 2.0
H -3.4565 -4.3326 -0.5202 -0.3 -0.5 0.2
H -3.9653 -2.7345 -0.6391 -0.4 0.3 -0.5
H -3.2116 -3.6159 -2.0409 -0.2 0.6 0.0
H -7.1032 -4.6716 -1.4257 0.3 -0.2 -0.3
H -6.1999 -3.1213 0.5781 -0.2 0.0 0.5
H -5.6106 -4.8379 0.8492 0.6 0.8 1.1
H -7.2346 -4.6083 0.8976 -0.5 0.5 -0.5
C -1.4806 -1.4436 0.6365 -0.1 -0.2 0.2
C -1.2570 -0.5584 -0.5815 -0.6 0.1 -0.8
O -1.8991 -0.8296 -1.6337 1.8 1.1 2.1
N -0.3413 0.4748 -0.4141 -1.7 -1.0 -1.3
C 0.0593 1.2311 -1.5995 0.2 -0.2 -0.3
H -0.6195 -1.4979 1.3026 0.2 -0.1 -0.2
H -1.7784 -2.4247 0.2666 0.4 -0.1 -0.1
H -2.3186 -1.1635 1.2748 -0.1 0.5 -0.3
H 0.0884 0.6447 0.4840 0.1 -0.3 -0.1
H -0.6930 1.1317 -2.3819 -0.2 0.0 0.3
H 0.9639 0.7864 -2.0141 0.2 0.2 0.0
H 0.2302 2.2943 -1.4303 0.0 -0.1 0.3
C 4.0678 2.0764 -3.3474 -1.0 -0.7 0.4
C 4.4222 1.4520 -1.9657 -1.4 3.6 -1.8
O 3.8076 1.7182 -0.9537 -1.1 -0.4 0.9
N 5.5224 0.7894 -1.9981 2.8 -0.4 -0.9
C 6.0845 0.0810 -0.8995 0.1 -0.8 0.1
H 3.0857 1.6668 -3.5834 -0.3 0.0 -0.1
H 4.6878 1.7909 -4.1973 0.3 0.0 0.3
H 3.8926 3.1523 -3.3439 0.4 -0.1 0.3
H 6.0886 0.9502 -2.8189 -0.1 -0.4 0.1
H 7.1605 0.0156 -1.0606 -0.1 -0.5 0.0
H 5.5518 -0.8629 -1.0154 0.8 -0.7 1.0
H 5.9500 0.5125 0.0924 -0.5 0.3 -0.3
C 2.3923 -2.2374 -3.7472 -0.2 -0.9 0.9
S 2.8649 -3.1432 -2.1896 1.3 2.3 -0.3
O 4.3650 -3.3396 -2.2793 -1.1 -0.4 -0.3
C 2.7765 -1.7121 -1.0201 -0.4 -2.1 0.0
H 2.3213 -3.1108 -4.3954 0.3 0.6 -0.7
H 3.1440 -1.4726 -3.9427 0.3 -0.5 -0.2
H 1.4277 -1.7306 -3.7200 -0.2 -0.3 0.4
H 3.4522 -2.1558 -0.2889 0.2 0.6 0.3
H 1.7753 -1.8085 -0.6002 -0.1 0.8 0.0
H 3.1051 -0.7423 -1.3939 -0.3 -0.2 0.0
C 0.6927 -4.7380 1.3100 -0.7 -1.1 0.5
S -0.1380 -6.3687 1.2721 2.1 -1.8 1.6
O 0.7457 -7.1824 2.2459 -0.9 0.6 -1.6
C -1.5418 -6.0396 2.2846 -1.2 1.3 0.3
H -0.0903 -4.0022 1.1264 0.6 0.4 0.0
H 1.5530 -4.7553 0.6409 -0.4 0.1 -0.3
H 1.0774 -4.8131 2.3271 -0.1 0.7 0.1
H -2.2521 -6.8554 2.4192 0.5 -0.4 -0.4
H -2.0970 -5.2371 1.7988 -0.2 0.2 0.0
H -1.2757 -5.7000 3.2856 0.5 0.0 -0.1
C 2.7456 5.2848 -1.8654 0.4 0.3 -2.5
S 2.3302 7.0667 -1.8931 1.8 -1.7 0.7
O 2.2179 7.1300 -0.4155 -0.5 1.9 1.0
C 4.0862 7.6458 -2.3290 -0.3 0.4 0.0
H 1.9196 4.5849 -1.7386 -0.3 0.5 0.5
H 3.5725 5.1446 -1.1693 -0.2 0.1 0.0
H 3.0624 5.1009 -2.8920 0.5 -0.4 -0.1
H 4.4096 7.3773 -3.3347 -0.2 -0.5 0.1
H 4.8150 7.3532 -1.5731 -0.3 -0.6 0.0
H 4.1728 8.7324 -2.3298 -0.7 0.2 0.1
C 2.0763 3.3598 1.4022 0.5 0.7 1.1
S 1.5444 5.0972 1.9390 -1.6 -1.6 -1.0
O 0.2798 4.7415 2.6976 0.8 0.5 0.1
C 2.8903 5.4821 3.0601 0.2 -0.1 1.4
H 2.2875 2.9103 2.3725 0.2 -0.2 0.0
H 2.9472 3.3096 0.7487 -0.1 0.2 0.0
H 1.2580 2.7630 0.9993 -0.2 0.7 -0.2
H 2.6091 5.4847 4.1132 -0.9 -0.6 0.0
H 3.1595 6.5368 3.0041 0.5 -0.2 -1.0
H 3.6713 4.7231 3.0153 0.4 0.5 -0.5